No. 1
Formula: CH5INOP
Source: the Open Molecules 2025 dataset
Level of theory: wB97M-V/def2-TZVPD

Results
- ΔE to the lowest compared entry with this formula, charge and spin (eV) = 2.465
- HOMO-LUMO gap (spin up / spin down) (eV) = 7.2 / 8.1
- HOMO level (spin up / spin down) (eV) = -8.285 / -8.026
- charge = 0
- DFT total energy (hartree) = -810.005551
- largest force on an atom (eV/Å) = 4.05
- LUMO energy (spin up / spin down) (eV) = -1.1 / 0.1

Atoms and positions in Å:
C  1.60  -0.36  -0.44
N  0.42  -1.22  -0.02
O  -0.53  -0.86  0.68
P  -0.48  -2.64  2.97
I  1.81  -3.06  2.49
H  2.44  -0.63  0.13
H  1.96  -0.73  -1.44
H  1.29  0.63  -0.39
H  0.69  -2.26  0.07
H  -0.94  -3.85  2.51

***

No. 2
Formula: C4H4N2O2
Source: the Open Molecules 2025 dataset
Level of theory: wB97M-V/def2-TZVPD

Results
- ΔE to the lowest compared entry with this formula, charge and spin (eV) = 3.139
- SMILES string = O=C(O)c1cn[nH]c1
- HOMO-LUMO gap (eV) = 10.2
- HOMO level (eV) = -9.847
- charge = 0
- DFT total energy (hartree) = -414.730838
- largest force on an atom (eV/Å) = 11.09
- LUMO energy (eV) = 0.4

Atoms and positions in Å:
O  2.35  1.22  0.13
C  1.58  0.24  -0.16
O  2.02  -0.99  -0.13
C  0.15  0.33  -0.30
C  -0.85  1.35  -0.20
N  -1.99  0.76  0.00
N  -1.80  -0.62  0.00
C  -0.58  -0.76  -0.21
H  3.02  -0.85  0.21
H  -0.92  2.41  -0.10
H  -2.60  -1.17  0.66
H  -0.38  -1.90  0.10

***

No. 3
Formula: C11H17F3N2O5
Source: the Open Molecules 2025 dataset
Level of theory: wB97M-V/def2-TZVPD

Results
- ΔE to the lowest compared entry with this formula, charge and spin (eV) = 0.000
- SMILES string = CC(=O)N(C)C(=O)O[C@H](CCC(N)=O)C[C@H](O)C(F)(F)F
- HOMO-LUMO gap (eV) = 10.3
- HOMO level (eV) = -10.057
- charge = 0
- DFT total energy (hartree) = -1214.711889
- largest force on an atom (eV/Å) = 2.27
- LUMO energy (eV) = 0.3

Atoms and positions in Å:
C  -2.42  -3.20  -0.30
C  -1.60  -2.99  -1.54
O  -2.09  -2.97  -2.64
N  -0.21  -2.86  -1.32
C  0.52  -2.44  -2.52
C  0.10  -2.03  -0.19
O  0.67  -2.46  0.79
O  -0.31  -0.77  -0.35
C  0.43  0.21  0.39
C  -0.15  0.42  1.77
C  0.75  1.17  2.78
C  2.11  0.57  3.00
N  3.17  0.91  2.13
O  2.32  -0.20  3.93
C  0.55  1.49  -0.42
C  -0.74  2.26  -0.59
O  -1.73  1.46  -1.19
C  -0.48  3.46  -1.50
F  0.53  4.23  -1.00
F  -1.57  4.24  -1.60
F  -0.11  3.07  -2.74
H  -1.84  -3.70  0.46
H  -2.72  -2.22  0.07
H  -3.28  -3.80  -0.55
H  0.16  -2.98  -3.37
H  1.57  -2.69  -2.41
H  0.41  -1.38  -2.71
H  1.44  -0.17  0.50
H  -1.08  0.96  1.69
H  -0.40  -0.54  2.21
H  0.24  1.14  3.73
H  0.81  2.22  2.49
H  2.85  1.49  1.36
H  3.52  0.06  1.70
H  1.22  2.13  0.13
H  1.02  1.29  -1.37
H  -1.11  2.68  0.34
H  -2.56  1.93  -1.12

***

No. 4
Formula: C17H28Br2ClF3N
Source: the Open Molecules 2025 dataset
Level of theory: wB97M-V/def2-TZVPD

Results
- HOMO-LUMO gap (eV) = 7.6
- HOMO level (eV) = -11.320
- charge = +1
- DFT total energy (hartree) = -6626.777155
- largest force on an atom (eV/Å) = 1.73
- LUMO energy (eV) = -3.7

Atoms and positions in Å:
C  -3.26  0.50  -2.12
C  -3.46  -0.90  -1.54
C  -3.11  -1.09  -0.05
Cl  -4.51  -0.47  0.90
C  -1.80  -0.53  0.50
C  -1.74  -1.10  1.99
C  -2.18  -0.12  3.11
C  -1.05  0.52  3.86
F  -0.90  1.88  3.68
C  -0.23  -0.11  4.76
F  -0.22  0.18  6.05
F  0.66  -1.05  4.43
C  -1.54  0.98  0.56
C  -0.10  1.04  0.93
N  0.46  -0.06  0.60
C  -0.44  -1.01  -0.07
C  -0.16  -1.07  -1.59
C  0.45  0.19  -2.26
C  0.10  0.09  -3.77
C  1.99  0.22  -2.17
H  -3.78  0.60  -3.07
H  -2.20  0.67  -2.33
H  -3.63  1.22  -1.40
H  -2.99  -1.69  -2.13
H  -4.52  -1.12  -1.62
H  -3.11  -2.16  0.12
H  -2.33  -2.00  2.09
H  -0.72  -1.40  2.23
H  -2.89  0.63  2.79
H  -2.71  -0.72  3.85
H  -2.22  1.60  1.13
H  -1.54  1.50  -0.40
H  0.42  1.86  1.40
H  1.44  -0.28  0.76
H  -0.20  -2.01  0.29
H  0.57  -1.86  -1.74
H  -1.03  -1.36  -2.17
H  0.00  1.11  -1.90
H  -0.88  -0.33  -3.96
H  0.83  -0.59  -4.22
H  0.25  1.04  -4.27
H  2.31  1.02  -1.50
H  2.35  -0.73  -1.80
H  2.44  0.41  -3.14
Br  3.92  -0.50  0.91
C  5.34  0.33  -0.12
C  6.22  1.19  0.75
Br  5.34  2.87  1.19
H  4.87  0.89  -0.92
H  5.91  -0.49  -0.55
H  7.12  1.46  0.22
H  6.47  0.71  1.69